(P)
Formula: C3H14N2O3
Source: OMol25
Level of theory: ωB97M-V with the def2-TZVPD basis set

Summary:
Spin multiplicity   1

Last column: Mulliken charge in e.
Element x y z (Å)
O 1.201 1.956 0.411  -0.63
O 3.362 1.432 -2.413  -0.63
O 0.511 -0.321 -1.927  -0.68
N -0.667 -0.625 1.070  -0.07
N -0.454 -2.573 -0.095  -0.54
C -2.490 1.057 1.045  -1.11
C -0.822 -1.968 0.950  0.03
C -1.578 0.187 1.901  -0.50
H -0.308 -0.136 0.260  0.14
H 2.656 0.932 -2.843  0.32
H -1.839 1.762 0.564  0.30
H -2.105 -0.529 2.539  0.43
H 1.731 1.360 0.951  0.33
H -1.214 -2.390 1.874  0.30
H 1.263 1.560 -0.466  0.26
H -2.981 0.479 0.270  0.31
H 1.456 -0.337 -2.080  0.28
H -0.556 -3.560 -0.271  0.19
H -0.944 0.766 2.576  0.25
H 2.870 2.236 -2.231  0.33
H 0.221 -1.234 -1.752  0.33
H -3.089 1.651 1.732  0.36

***

(Q)
Formula: C3H14N2O3
Source: OMol25
Level of theory: ωB97M-V with the def2-TZVPD basis set

Summary:
Spin multiplicity   1

Last column: Mulliken charge in e.
Element x y z (Å)
O -2.370 0.941 0.865  -0.67
O -2.236 -1.914 0.989  -0.64
O 2.241 -0.439 2.304  -0.69
N 0.294 1.917 0.353  -0.62
N 0.347 -0.934 0.076  -0.62
C 0.657 -0.076 -0.990  0.83
C 0.638 1.242 -0.848  -0.46
C 1.008 -0.745 -2.295  -1.46
H 0.114 -1.211 -2.710  0.33
H 0.080 -1.867 -0.178  0.21
H 0.930 1.868 -1.678  0.34
H -3.126 1.515 0.710  0.29
H 1.432 -0.015 -2.976  0.37
H 1.798 -1.474 -2.123  0.35
H 2.711 0.305 1.921  0.31
H -3.091 -2.344 1.053  0.31
H 1.726 -0.816 1.568  0.35
H -1.605 1.421 0.493  0.38
H -0.354 -0.574 0.697  0.31
H -2.423 -0.970 1.118  0.34
H 0.468 1.369 1.195  0.21
H 0.761 2.802 0.457  0.23

***

The winner here is (Q), beating the second structure by 46.5 kJ/mol.

***

(P)
Formula: C4H12N4
Source: OMol25
Level of theory: ωB97M-V with the def2-TZVPD basis set

Summary:
Spin multiplicity   1

Last column: Mulliken charge in e.
Element x y z (Å)
N 1.743 0.769 -0.506  -0.59
N -2.119 -1.361 -1.104  -0.43
N 0.029 -0.669 -2.098  -0.66
N -0.832 -0.809 1.568  -0.78
C -1.807 1.241 0.821  -1.11
C 2.798 0.003 0.151  -0.82
C -0.710 0.220 0.834  0.36
C -0.891 -0.927 -1.421  0.50
H -2.647 0.935 1.449  0.32
H -2.267 -1.480 -0.107  0.30
H -0.010 -1.418 1.545  0.24
H 3.777 0.460 -0.011  0.32
H 2.625 -0.056 1.229  0.29
H -2.478 -2.097 -1.698  0.27
H -1.426 2.213 1.143  0.38
H 2.784 -1.022 -0.222  0.26
H 1.764 1.765 -0.317  0.29
H -2.157 1.390 -0.204  0.25
H 0.502 0.567 0.280  0.15
H 1.321 0.274 -1.333  0.46

***

(Q)
Formula: C4H12N4
Source: OMol25
Level of theory: ωB97M-V with the def2-TZVPD basis set

Summary:
Spin multiplicity   1

Last column: Mulliken charge in e.
Element x y z (Å)
N 0.562 1.953 0.104  -0.48
N -0.689 1.419 0.469  0.54
N -1.472 0.658 -0.389  -0.65
N -1.450 2.383 1.131  -0.62
C 0.631 -1.966 -0.329  -0.05
C 1.060 -1.530 1.031  -0.77
C 1.192 1.644 -0.948  -0.40
C -0.519 -2.562 -0.602  -0.79
H -1.592 3.218 0.564  0.24
H -1.109 -0.288 -0.456  0.28
H 1.337 -1.761 -1.126  0.28
H 0.307 -1.774 1.777  0.26
H 2.000 -2.015 1.298  0.33
H 2.121 2.155 -1.146  0.27
H -1.571 1.075 -1.316  0.25
H -0.931 2.657 1.963  0.26
H -1.232 -2.795 0.174  0.29
H 1.238 -0.455 1.052  0.19
H -0.777 -2.881 -1.598  0.28
H 0.894 0.864 -1.652  0.29

***

(R)
Formula: C4H12N4
Source: OMol25
Level of theory: ωB97M-V with the def2-TZVPD basis set

Summary:
Spin multiplicity   1

Last column: Mulliken charge in e.
Element x y z (Å)
N 0.324 -1.124 3.387  -0.74
N 0.239 -0.614 2.107  0.03
N -0.900 -0.561 0.043  -0.58
N 0.267 0.062 -0.445  -0.20
C -0.949 1.469 -2.124  -1.11
C 0.135 0.395 -1.890  0.13
C -0.824 -0.861 1.287  -0.06
C 1.494 0.901 -2.328  -1.33
H 1.071 -0.550 1.502  0.30
H -1.707 -1.320 1.733  0.35
H -1.969 1.089 -1.857  0.33
H 1.545 1.051 -3.433  0.36
H -0.911 1.746 -3.194  0.35
H -0.058 -0.487 4.085  0.25
H 2.258 0.180 -2.073  0.36
H 0.483 0.960 0.033  0.39
H -0.172 -0.530 -2.407  0.34
H 1.663 1.794 -1.739  0.34
H -0.712 2.339 -1.464  0.26
H -0.146 -2.039 3.499  0.24

***

(S)
Formula: C4H12N4
Source: OMol25
Level of theory: ωB97M-V with the def2-TZVPD basis set

Summary:
Spin multiplicity   1

Last column: Mulliken charge in e.
Element x y z (Å)
N 1.717 0.804 1.542  -0.63
N 1.435 -0.494 -0.497  -0.10
N -1.131 -0.732 0.482  -0.31
N 2.390 0.160 -1.308  -0.57
C 1.389 -0.279 0.976  0.12
C -2.376 -1.398 0.689  -0.94
C -0.943 1.551 -0.300  -1.32
C -0.792 0.066 -0.509  0.32
H 2.840 0.971 -0.898  0.14
H 1.145 -1.169 1.546  0.34
H -0.880 1.818 0.755  0.37
H -0.869 -0.263 -1.548  0.33
H 2.065 1.544 0.936  0.22
H -2.312 -2.466 0.422  0.26
H -0.168 2.112 -0.821  0.34
H -1.947 1.870 -0.582  0.39
H -2.573 -1.407 1.765  0.29
H -3.231 -0.917 0.197  0.28
H 1.376 -1.471 -0.764  0.28
H 2.865 -0.301 -2.082  0.19

***

The winner here is (R), beating the second structure by 79.2 kJ/mol.

***

(P)
Formula: C2HF3I2
Source: OMol25
Level of theory: ωB97M-V with the def2-TZVPD basis set

Summary:
Spin multiplicity   1

Last column: Mulliken charge in e.
Element x y z (Å)
I -3.506 0.624 -0.308  0.09
I -0.136 -1.460 -0.657  0.03
F 1.718 0.618 -1.479  -0.16
F -1.826 0.352 2.044  -0.10
F 1.469 0.401 0.621  -0.16
C 1.632 -0.230 -0.510  0.17
C -1.734 0.676 0.723  -0.10
H 2.382 -0.981 -0.435  0.23

***

(Q)
Formula: C2HF3I2
Source: OMol25
Level of theory: ωB97M-V with the def2-TZVPD basis set

Summary:
Spin multiplicity   1

Last column: Mulliken charge in e.
Element x y z (Å)
I 0.129 1.848 -1.671  0.12
I 2.276 0.696 0.607  0.13
F 0.886 -1.810 0.327  -0.17
F 0.422 -0.779 2.202  -0.21
F -1.989 0.711 -0.012  -0.18
C -1.045 0.315 -0.858  -0.32
C 0.716 -0.620 0.875  0.19
H -1.394 -0.362 -1.470  0.42

***

The winner here is (P), beating the second structure by 58.1 kJ/mol.

***

(P)
Formula: C5H5N3
Source: OMol25
Level of theory: ωB97M-V with the def2-TZVPD basis set

Summary:
Spin multiplicity   1

Last column: Mulliken charge in e.
Element x y z (Å)
N 0.942 -1.392 -0.357  -0.27
N 1.180 1.318 0.339  -0.39
N 2.090 -0.815 0.006  -0.36
C 0.063 1.329 -0.134  0.79
C 2.217 0.432 0.215  0.02
C -2.605 -0.684 0.435  0.48
C -1.977 0.258 0.030  -0.66
C -1.214 1.349 -0.434  -1.16
H -1.680 2.098 -1.052  0.36
H -3.168 -1.497 0.779  0.43
H 3.192 0.814 0.458  0.38
H 0.072 -0.863 -0.253  0.12
H 0.887 -2.347 -0.031  0.26

***

(Q)
Formula: C5H5N3
Source: OMol25
Level of theory: ωB97M-V with the def2-TZVPD basis set

Summary:
Spin multiplicity   1

Last column: Mulliken charge in e.
Element x y z (Å)
N 1.432 -0.696 -0.009  -0.63
N -2.441 0.428 0.004  -0.46
N 2.589 0.692 0.116  -0.57
C 0.196 -0.300 -0.054  0.79
C -0.127 1.122 0.080  -0.41
C -2.190 -0.895 0.090  -0.47
C -1.422 1.127 -0.008  0.24
C -0.879 -1.232 -0.026  -0.38
H 0.534 1.949 0.127  0.49
H -0.573 -2.149 0.199  0.46
H -2.965 -1.527 0.274  0.46
H 3.538 0.331 0.039  0.25
H 2.308 1.150 -0.832  0.24

***

(R)
Formula: C5H5N3
Source: OMol25
Level of theory: ωB97M-V with the def2-TZVPD basis set

Summary:
Spin multiplicity   1

Last column: Mulliken charge in e.
Element x y z (Å)
N -1.902 0.780 -0.159  -0.51
N 0.710 -1.434 0.027  -0.37
N 1.837 -0.737 -0.008  -0.51
C -1.844 -0.727 0.138  -0.22
C -0.485 0.617 -0.165  0.31
C 1.787 0.615 -0.014  -0.23
C -0.361 -0.701 -0.115  0.56
C 0.651 1.421 0.061  -0.63
H -2.079 1.380 0.647  0.29
H 2.813 1.021 0.299  0.34
H -2.167 -1.378 -0.722  0.21
H -2.250 -1.070 1.162  0.26
H 0.687 2.428 0.168  0.48

***

(S)
Formula: C5H5N3
Source: OMol25
Level of theory: ωB97M-V with the def2-TZVPD basis set

Summary:
Spin multiplicity   1

Last column: Mulliken charge in e.
Element x y z (Å)
N -0.814 1.258 -1.984  -0.61
N 1.369 0.328 0.589  -0.63
N -1.562 0.427 -1.204  0.13
C 0.527 0.406 -0.461  0.64
C 0.383 1.285 -1.531  -0.37
C -0.776 -0.272 -0.394  -0.08
C -0.471 -1.015 1.470  -0.44
C 0.960 -0.648 1.534  -0.14
H -0.770 -2.085 1.702  0.27
H 1.146 1.949 -2.094  0.35
H 1.462 -1.635 1.359  0.24
H -2.594 0.313 -1.495  0.28
H 1.141 -0.309 2.508  0.36

***

The winner here is (R), beating the second structure by 92.7 kJ/mol.

***

(P)
Formula: C5H5N3
Source: OMol25
Level of theory: ωB97M-V with the def2-TZVPD basis set

Summary:
Spin multiplicity   1

Last column: Mulliken charge in e.
Element x y z (Å)
N -1.907 -2.441 0.107  -0.60
N -1.482 0.451 -0.355  -0.58
N 2.819 -1.544 0.045  -0.50
C 1.636 -1.552 -0.239  0.26
C 0.649 1.480 0.016  -1.27
C 0.395 -1.160 -0.457  -0.12
C -0.776 -1.933 -0.074  0.40
C -0.181 0.169 -0.205  0.62
H 1.685 1.302 -0.104  0.40
H -1.604 1.419 0.608  0.40
H 0.512 1.720 1.197  0.34
H 0.315 2.575 -0.627  0.27
H -2.059 -0.485 0.086  0.40

***

(Q)
Formula: C5H5N3
Source: OMol25
Level of theory: ωB97M-V with the def2-TZVPD basis set

Summary:
Spin multiplicity   1

Last column: Mulliken charge in e.
Element x y z (Å)
N 1.053 0.966 0.261  -0.20
N -3.660 -0.990 -1.142  -0.47
N -1.237 1.226 0.084  -0.06
C 2.042 -1.414 0.047  -0.77
C -2.656 -0.561 -0.733  0.38
C 0.030 1.749 0.414  -0.17
C -1.442 0.024 -0.357  -0.50
C 1.358 -0.123 -0.109  0.35
H 2.756 -1.776 -0.760  0.28
H 2.378 -1.622 1.085  0.26
H 1.118 -2.021 -0.086  0.26
H 0.247 2.761 0.782  0.39
H -1.988 1.780 0.514  0.27

***

(R)
Formula: C5H5N3
Source: OMol25
Level of theory: ωB97M-V with the def2-TZVPD basis set

Summary:
Spin multiplicity   1

Last column: Mulliken charge in e.
Element x y z (Å)
N 0.206 -0.427 -1.200  -0.65
N 3.293 0.375 -0.026  -0.39
N -0.772 2.669 0.083  -0.43
C -0.228 -0.585 1.089  -0.72
C 2.153 0.610 0.004  -0.08
C 0.623 0.265 -0.041  1.14
C -1.012 -0.938 -0.238  -0.44
C -0.265 1.686 -0.182  -0.07
H -1.144 -1.951 -0.492  0.32
H 0.300 -1.460 1.365  0.35
H -0.799 -0.349 2.008  0.29
H -1.933 -0.101 -0.502  0.31
H -0.424 0.205 -1.869  0.36

***

The winner here is (R), beating the second structure by 48.6 kJ/mol.

***

(P)
Formula: C4H8N
Source: OMol25
Level of theory: ωB97M-V with the def2-TZVPD basis set

Summary:
Net charge   +1
Spin multiplicity   1

Last column: Mulliken charge in e.
Element x y z (Å)
N 0.658 0.717 0.099  -0.27
C 0.596 -0.711 0.190  0.16
C -2.036 0.881 0.648  -0.50
C 1.418 -1.579 -0.284  -0.82
C -2.042 0.852 -0.560  -0.17
H -0.314 -1.036 0.649  0.37
H -0.346 0.976 -0.157  0.17
H 0.881 1.363 0.979  0.41
H 1.067 -2.542 -0.218  0.27
H -1.947 0.420 -1.576  0.38
H 1.417 0.775 -0.663  0.40
H -1.894 1.433 1.545  0.35
H 2.542 -1.549 -0.653  0.25

***

(Q)
Formula: C4H8N
Source: OMol25
Level of theory: ωB97M-V with the def2-TZVPD basis set

Summary:
Net charge   +1
Spin multiplicity   1

Last column: Mulliken charge in e.
Element x y z (Å)
N -1.587 0.306 -0.576  -0.32
C 0.865 -1.232 -0.314  -0.65
C 1.231 1.440 0.160  -0.77
C 0.626 0.144 -0.081  0.33
C -2.459 -0.165 0.167  -0.13
H -2.446 -0.678 1.044  0.32
H -3.489 -0.105 -0.353  0.26
H 2.324 1.454 0.398  0.37
H 0.933 -1.318 0.841  0.30
H 0.735 1.994 0.951  0.30
H 1.218 1.776 -0.887  0.29
H 1.853 -1.654 -0.516  0.39
H 0.196 -1.962 -0.835  0.32

***

The winner here is (P), beating the second structure by 191.1 kJ/mol.

***

(P)
Formula: C4H8N
Source: OMol25
Level of theory: ωB97M-V with the def2-TZVPD basis set

Summary:
Net charge   +1
Spin multiplicity   1

Last column: Mulliken charge in e.
Element x y z (Å)
N -0.164 -0.045 -0.422  0.10
C -0.081 1.304 -0.379  -0.35
C 1.303 -0.762 -0.144  -0.67
C -1.193 -0.710 0.408  -0.81
C 0.074 2.445 -0.037  -0.12
H -1.626 -1.563 -0.164  0.33
H -0.397 -0.330 -1.353  0.37
H 1.020 -1.660 0.399  0.35
H 1.858 -0.938 -1.036  0.33
H -0.029 3.442 0.108  0.48
H -1.908 -0.041 0.794  0.33
H -0.704 -1.113 1.365  0.35
H 1.846 -0.028 0.461  0.31

***

(Q)
Formula: C4H8N
Source: OMol25
Level of theory: ωB97M-V with the def2-TZVPD basis set

Summary:
Net charge   +1
Spin multiplicity   1

Last column: Mulliken charge in e.
Element x y z (Å)
N 0.461 0.496 -0.353  0.12
C 0.956 1.547 -0.844  -0.05
C -1.968 -1.375 0.007  -0.23
C 0.625 0.291 1.080  -0.73
C -1.155 -1.993 -0.564  -0.52
H 0.909 1.843 -1.860  0.30
H 1.199 1.258 1.369  0.27
H -2.947 -1.060 0.400  0.36
H 0.072 -0.295 -0.923  0.23
H 1.416 2.274 -0.103  0.16
H 1.145 -0.632 1.306  0.33
H -0.354 -2.614 -1.009  0.44
H -0.360 0.260 1.494  0.33

***

(R)
Formula: C4H8N
Source: OMol25
Level of theory: ωB97M-V with the def2-TZVPD basis set

Summary:
Net charge   +1
Spin multiplicity   1

Last column: Mulliken charge in e.
Element x y z (Å)
N -0.228 0.032 0.265  -0.02
C 2.530 0.134 0.125  -0.75
C -1.604 -0.666 0.111  -0.35
C -1.470 0.822 -0.054  -0.29
C 0.834 -0.219 -0.584  -0.19
H 3.279 -0.397 -0.427  0.33
H 0.198 -0.095 1.181  0.33
H 0.915 -0.531 -1.572  0.48
H -1.894 -1.232 1.025  0.26
H -1.818 -1.213 -0.734  0.27
H -1.954 1.533 0.566  0.29
H -1.207 1.324 -1.000  0.27
H 2.420 0.509 1.099  0.38

***

The winner here is (Q), beating the second structure by 10.3 kJ/mol.

***

(P)
Formula: C4H8N
Source: OMol25
Level of theory: ωB97M-V with the def2-TZVPD basis set

Summary:
Net charge   +1
Spin multiplicity   1

Last column: Mulliken charge in e.
Element x y z (Å)
N -0.358 1.079 1.097  -0.08
C -0.263 -1.974 -0.523  0.06
C 0.674 1.897 0.518  -0.69
C 0.101 -1.818 -1.739  -0.46
C -0.629 -0.155 0.729  -0.18
H -1.429 -0.611 1.306  0.28
H -0.880 1.501 1.864  0.30
H -0.535 -2.673 0.231  0.36
H 0.304 2.910 0.362  0.31
H 0.286 -0.884 -2.241  0.27
H 1.004 1.473 -0.427  0.24
H 0.193 -2.697 -2.373  0.27
H 1.529 1.953 1.195  0.31

***

(Q)
Formula: C4H8N
Source: OMol25
Level of theory: ωB97M-V with the def2-TZVPD basis set

Summary:
Net charge   +1
Spin multiplicity   1

Last column: Mulliken charge in e.
Element x y z (Å)
N 1.016 -1.337 -1.381  -0.34
C -0.675 0.743 1.350  -0.24
C -0.340 -0.776 -1.496  -0.53
C -0.483 2.086 1.985  -0.55
C -1.290 0.787 2.497  -0.12
H 0.387 2.239 2.442  0.28
H -1.053 2.818 1.653  0.29
H -0.350 0.349 -1.657  0.35
H 1.752 -0.845 -0.815  0.40
H 1.091 -2.270 -0.959  0.38
H -1.744 0.444 3.401  0.38
H 1.487 -1.618 -2.178  0.34
H -1.268 -1.344 -1.763  0.36

***

The winner here is (P), beating the second structure by 374.0 kJ/mol.